Entry 1:
{
  "formula": "C6H10N3",
  "method": "ωB97M-V/def2-TZVPD",
  "symbols": ["C", "C", "C", "C", "C", "C", "N", "N", "N", "H", "H", "H", "H", "H", "H", "H", "H", "H", "H"],
  "xyz": [[1.68, 0.35, -0.77], [0.99, -0.83, -1.04], [0.28, 0.02, 0.89], [-3.31, 0.64, -0.82], [1.77, 1.97, 1.12], [-0.33, -2.38, 0.40], [-2.52, -0.28, -0.86], [1.27, 0.80, 0.39], [0.21, -1.05, 0.05], [2.28, 1.06, -1.23], [0.93, -1.50, -1.98], [-4.49, 0.67, -0.89], [-3.14, 1.71, -0.52], [2.82, 1.82, 1.24], [1.69, 2.96, 0.59], [1.16, 2.05, 2.00], [0.37, -3.05, -0.12], [-0.24, -2.33, 1.49], [-1.40, -2.60, 0.07]],
  "relative_energy_kj_mol": 605.8,
  "max_force_ev_per_a": 3.939,
  "e_lumo_ev": [-3.8, -7.1],
  "homo_ev": [-14.32, -12.76],
  "total_charge": 1
}

---

Entry 2:
{
  "formula": "C18H33OP2Se4Sn",
  "method": "ωB97M-V/def2-TZVPD",
  "symbols": ["Sn", "Se", "Se", "Se", "Se", "C", "P", "C", "C", "C", "P", "C", "C", "H", "H", "H", "H", "H", "H", "H", "H", "H", "H", "H", "H", "H", "H", "H", "H", "C", "C", "C", "C", "C", "C", "C", "C", "C", "C", "C", "C", "O", "H", "H", "H", "H", "H", "H", "H", "H", "H", "H", "H", "H", "H", "H", "H", "H", "H"],
  "xyz": [[0.97, 0.69, 0.50], [3.14, 0.81, 1.97], [2.77, 2.88, 3.01], [2.16, 4.07, 1.12], [0.08, 3.07, 0.76], [1.76, 0.69, -3.35], [2.41, 0.40, -1.69], [3.93, 1.38, -1.59], [2.93, -1.36, -1.73], [3.08, -2.02, -0.35], [1.49, -1.96, 0.56], [0.40, -3.10, -0.34], [1.80, -2.75, 2.16], [2.49, 0.33, -4.08], [1.60, 1.76, -3.50], [0.82, 0.17, -3.49], [4.52, 1.22, -2.49], [4.50, 1.10, -0.71], [3.67, 2.44, -1.51], [3.87, -1.42, -2.29], [2.18, -1.89, -2.32], [3.84, -1.52, 0.25], [3.40, -3.06, -0.47], [0.89, -4.06, -0.50], [0.11, -2.67, -1.30], [-0.51, -3.24, 0.24], [2.24, -3.74, 2.01], [0.86, -2.86, 2.69], [2.47, -2.14, 2.75], [-2.00, -1.63, 2.74], [-1.81, -0.13, 2.94], [-0.36, 0.20, 3.29], [-2.42, 0.66, 1.79], [-3.52, 1.46, 2.08], [-4.22, 2.12, 1.08], [-3.83, 1.95, -0.24], [-2.72, 1.18, -0.58], [-2.40, 1.05, -2.06], [-2.06, -0.37, -2.53], [-1.36, 2.07, -2.51], [-1.99, 0.58, 0.46], [-0.83, -0.12, 0.18], [-1.57, -2.19, 3.58], [-1.52, -1.95, 1.82], [-3.06, -1.88, 2.68], [-2.39, 0.16, 3.82], [0.36, -0.29, 2.62], [-0.12, -0.19, 4.28], [-0.16, 1.27, 3.30], [-3.86, 1.54, 3.10], [-5.08, 2.73, 1.32], [-4.39, 2.42, -1.03], [-3.33, 1.32, -2.57], [-1.13, -0.73, -2.10], [-1.98, -0.38, -3.62], [-2.85, -1.07, -2.25], [-0.39, 1.90, -2.04], [-1.67, 3.08, -2.24], [-1.23, 2.04, -3.59]],
  "relative_energy_kj_mol": 0.0,
  "max_force_ev_per_a": 0.222,
  "e_lumo_ev": -3.5,
  "homo_ev": -10.76,
  "total_charge": 1
}

---

Entry 3:
{
  "formula": "C23H19N7NiO3",
  "method": "ωB97M-V/def2-TZVPD",
  "symbols": ["Ni", "O", "C", "N", "C", "C", "C", "C", "C", "C", "N", "C", "O", "C", "C", "C", "C", "C", "N", "C", "C", "C", "C", "C", "N", "H", "H", "H", "H", "H", "H", "H", "H", "H", "H", "H", "H", "C", "N", "C", "C", "C", "N", "C", "O", "N", "H", "H", "H", "H", "H", "H", "H"],
  "xyz": [[0.10, -0.59, 0.99], [0.90, 2.77, 3.06], [0.47, 1.69, 2.64], [1.06, 0.57, 2.27], [2.43, 0.28, 2.45], [3.27, 0.90, 3.36], [4.59, 0.46, 3.49], [5.05, -0.58, 2.70], [4.22, -1.21, 1.78], [2.90, -0.78, 1.66], [1.93, -1.33, 0.80], [2.20, -2.10, -0.24], [3.25, -2.57, -0.68], [0.92, -2.43, -1.01], [0.99, -2.84, -2.33], [-0.18, -3.18, -2.99], [-1.38, -3.17, -2.28], [-1.35, -2.74, -0.97], [-0.24, -2.34, -0.35], [-1.05, 1.53, 2.52], [-1.90, 2.51, 3.03], [-3.26, 2.29, 2.99], [-3.75, 1.10, 2.46], [-2.83, 0.19, 1.96], [-1.52, 0.40, 1.98], [2.90, 1.72, 3.96], [5.24, 0.94, 4.20], [6.08, -0.92, 2.80], [4.57, -2.02, 1.16], [1.96, -2.88, -2.80], [-0.16, -3.47, -4.03], [-2.31, -3.48, -2.73], [-2.26, -2.74, -0.37], [-1.45, 3.40, 3.44], [-3.95, 3.03, 3.39], [-4.80, 0.88, 2.42], [-3.16, -0.76, 1.54], [1.10, 2.10, -2.75], [-0.24, 1.49, -2.64], [-1.10, 1.56, -3.68], [-2.34, 1.04, -3.61], [-2.68, 0.42, -2.37], [-1.84, 0.32, -1.36], [-0.59, 0.82, -1.47], [0.27, 0.73, -0.59], [-3.92, -0.09, -2.19], [1.00, 3.10, -3.17], [1.73, 1.49, -3.40], [1.54, 2.14, -1.77], [-0.73, 2.07, -4.56], [-3.03, 1.10, -4.43], [-4.55, -0.18, -2.96], [-4.10, -0.61, -1.35]],
  "relative_energy_kj_mol": 17.4,
  "multiplicity": 3,
  "max_force_ev_per_a": 0.756,
  "e_lumo_ev": [-0.1, -0.1],
  "homo_ev": [-6.58, -6.55],
  "s_squared": 2.005,
  "total_charge": 0
}

---

Entry 4:
{
  "formula": "C28H30BrCl33O3S",
  "method": "ωB97M-V/def2-TZVPD",
  "symbols": ["C", "C", "C", "O", "C", "C", "C", "C", "C", "C", "C", "C", "C", "C", "S", "C", "O", "C", "C", "Br", "C", "O", "H", "H", "H", "H", "H", "H", "H", "H", "H", "H", "H", "H", "H", "H", "H", "H", "H", "H", "H", "Cl", "C", "Cl", "Cl", "H", "Cl", "C", "Cl", "Cl", "H", "Cl", "C", "Cl", "Cl", "H", "Cl", "C", "Cl", "Cl", "H", "Cl", "C", "Cl", "Cl", "H", "Cl", "C", "Cl", "Cl", "H", "Cl", "C", "Cl", "Cl", "H", "Cl", "C", "Cl", "Cl", "H", "Cl", "C", "Cl", "Cl", "H", "Cl", "C", "Cl", "Cl", "H", "Cl", "C", "Cl", "Cl", "H"],
  "xyz": [[5.85, 0.54, -1.03], [5.03, 0.30, -2.42], [3.69, 1.17, -2.45], [2.87, 1.02, -1.23], [1.64, 0.40, -1.68], [1.67, -1.13, -2.04], [0.30, -1.73, -2.53], [-1.01, -0.84, -2.66], [-1.04, 0.68, -2.27], [-2.36, 1.56, -2.35], [-2.85, 1.90, -0.83], [-2.13, 2.93, -3.23], [-2.62, 4.26, -2.48], [0.34, 1.26, -1.78], [0.54, 3.04, -1.23], [-2.30, -1.62, -3.22], [-3.15, -1.14, -3.99], [-2.41, -3.16, -2.73], [-1.24, -3.97, -2.57], [-1.48, -5.83, -1.93], [0.20, -3.31, -2.91], [1.13, -3.96, -3.46], [5.78, 1.65, -0.77], [5.35, -0.11, -0.22], [6.94, 0.20, -1.20], [5.70, 0.67, -3.28], [4.86, -0.82, -2.62], [3.93, 2.30, -2.54], [3.08, 0.88, -3.38], [2.64, -1.73, -1.96], [-3.25, 1.04, -2.84], [-3.07, 0.89, -0.31], [-3.89, 2.42, -0.87], [-2.11, 2.55, -0.27], [-1.02, 2.95, -3.52], [-2.70, 2.82, -4.23], [-3.72, 4.15, -2.18], [-2.54, 5.18, -3.16], [-1.95, 4.47, -1.57], [1.08, 3.68, -2.37], [-3.47, -3.55, -2.53], [1.13, -2.96, -0.32], [1.58, -4.05, 1.00], [0.90, -3.48, 2.53], [1.06, -5.71, 0.67], [2.67, -4.05, 1.09], [2.60, 0.34, 2.57], [2.55, 1.93, 1.79], [1.55, 3.05, 2.71], [4.19, 2.58, 1.59], [2.11, 1.81, 0.80], [-1.10, -2.02, 5.05], [-0.83, -0.45, 4.28], [-0.79, -0.63, 2.52], [-2.07, 0.70, 4.78], [0.14, -0.08, 4.60], [3.05, -8.46, -4.66], [1.96, -7.20, -5.26], [2.56, -6.55, -6.79], [0.33, -7.84, -5.46], [1.93, -6.40, -4.54], [-6.30, 7.73, -1.25], [-7.39, 6.60, -2.06], [-6.81, 6.25, -3.70], [-7.55, 5.11, -1.12], [-8.37, 7.06, -2.14], [0.08, 1.37, 7.48], [-1.03, 1.47, 8.86], [-2.49, 2.37, 8.42], [-1.44, -0.14, 9.45], [-0.52, 2.01, 9.66], [-4.62, 0.15, 2.84], [-5.88, 1.01, 3.75], [-5.18, 2.37, 4.64], [-7.18, 1.56, 2.68], [-6.31, 0.31, 4.46], [6.93, -3.69, -4.26], [5.70, -3.07, -5.37], [4.08, -3.35, -4.71], [5.96, -1.35, -5.69], [5.79, -3.61, -6.31], [8.45, -2.11, -0.57], [7.61, -3.00, 0.70], [7.90, -2.27, 2.28], [5.87, -3.06, 0.36], [7.99, -4.02, 0.72], [1.07, -5.23, 8.73], [1.35, -3.66, 7.96], [1.36, -3.82, 6.20], [0.13, -2.48, 8.48], [2.33, -3.29, 8.28], [-8.01, 6.78, 4.19], [-7.80, 6.11, 2.57], [-7.42, 4.38, 2.66], [-9.25, 6.38, 1.59], [-6.96, 6.62, 2.10]],
  "max_force_ev_per_a": 4.863,
  "e_lumo_ev": -1.6,
  "homo_ev": -9.23,
  "smiles": "CCCOc1cc2c(c([C@@H](C)CC)c1S)C(=O)C=C(Br)C2=O.ClC(Cl)Cl.ClC(Cl)Cl.ClC(Cl)Cl.ClC(Cl)Cl.ClC(Cl)Cl.ClC(Cl)Cl.ClC(Cl)Cl.ClC(Cl)Cl.ClC(Cl)Cl.ClC(Cl)Cl.ClC(Cl)Cl",
  "total_charge": 0
}